(1)
{
  "formula": "C29H36N2O3",
  "method": "ωB97M-V with the def2-TZVPD basis set",
  "e_homo_ha": -0.187,
  "e_above_lowest_kj_mol": 64.2,
  "molar_mass_g_mol": 460.62,
  "total_charge": 0,
  "spin_multiplicity": 1,
  "orbital_gap_ha": 0.1293,
  "lumo_ha": -0.058,
  "elements": ["C", "C", "H", "C", "C", "O", "H", "C", "C", "H", "O", "C", "H", "C", "H", "C", "C", "C", "H", "H", "H", "H", "H", "C", "H", "H", "H", "H", "C", "C", "C", "H", "N", "H", "C", "H", "H", "H", "H", "H", "H", "H", "H", "C", "C", "H", "C", "H", "H", "H", "C", "H", "H", "C", "H", "H", "C", "H", "C", "C", "N", "C", "O", "H", "C", "C", "C", "H", "H", "C"],
  "coordinates": [[0.89, 4.78, 0.51], [1.65, -2.88, -0.40], [1.13, 7.84, 1.47], [3.13, -2.83, -0.34], [1.48, 2.47, 0.09], [-0.29, -3.13, -1.72], [3.10, 6.53, -0.76], [-3.22, -1.52, 0.03], [-1.64, 0.31, -0.19], [-2.56, 2.23, -0.72], [-0.07, -3.29, 1.26], [0.77, 7.29, 0.59], [2.21, 1.70, -0.17], [0.11, 2.09, 0.26], [2.93, -1.88, 3.90], [-1.93, -1.08, -0.08], [0.95, -2.71, 0.89], [3.18, 4.46, 0.04], [0.48, -0.01, -0.10], [-5.80, -3.00, 1.18], [0.63, -2.61, 3.37], [1.79, -0.93, 4.87], [4.06, -2.56, -3.72], [-0.30, 0.75, -0.01], [-5.77, -3.23, -0.58], [3.90, 4.16, 0.81], [0.78, -5.10, -2.81], [0.97, 7.93, -0.28], [-0.44, 4.44, 0.79], [2.13, -1.13, 3.85], [1.01, -1.65, 3.00], [3.45, 6.44, 0.99], [1.45, 6.02, 0.46], [2.15, -5.19, -1.68], [3.99, -2.92, -1.62], [4.53, -3.88, -1.61], [-1.15, 5.22, 1.07], [-7.21, -0.82, -1.06], [-7.46, -1.14, 0.67], [-1.80, 2.83, 1.04], [-3.45, -3.61, -0.46], [3.11, -4.68, -3.78], [4.76, -2.14, -1.52], [3.28, -2.71, -2.96], [1.57, -4.52, -2.33], [0.17, -0.94, 2.91], [1.86, 3.79, 0.21], [-4.90, 1.43, -0.50], [1.80, -3.61, -4.26], [2.68, -1.79, -2.95], [-2.75, 1.19, -0.46], [-6.74, 0.42, 0.14], [3.39, -1.88, 0.15], [-5.31, -2.68, 0.25], [-1.12, -1.80, -0.09], [-3.47, -3.25, 1.28], [-0.80, 3.10, 0.73], [-0.31, 7.13, 0.69], [2.44, -3.90, -3.41], [-4.06, 0.75, -0.37], [-5.48, -1.25, 0.07], [-6.79, -0.66, -0.06], [1.59, -1.83, 1.69], [3.63, 4.24, -0.93], [0.87, -3.46, -1.46], [2.87, 5.98, 0.17], [-4.30, -0.60, -0.09], [2.54, -0.20, 3.43], [3.47, -3.62, 0.35], [-3.78, -2.88, 0.29]]
}

***

(2)
{
  "formula": "C29H58O30S2",
  "method": "ωB97M-V with the def2-TZVPD basis set",
  "e_homo_ha": -0.352,
  "molar_mass_g_mol": 950.89,
  "total_charge": 0,
  "spin_multiplicity": 1,
  "smiles": "O=S1(=O)OCCO1.O=S1(=O)OCCO1.COC(=O)OC.COC(=O)OC.COC(=O)OC.COC(=O)OC.COC(=O)OC.COC(=O)OC.COC(=O)OC.C1CCOC1",
  "orbital_gap_ha": 0.3654,
  "lumo_ha": 0.014,
  "elements": ["H", "H", "C", "H", "H", "H", "O", "H", "C", "C", "O", "H", "O", "H", "C", "O", "C", "H", "H", "O", "O", "C", "S", "C", "H", "H", "H", "O", "H", "H", "C", "H", "O", "O", "C", "O", "H", "O", "H", "C", "O", "C", "H", "C", "H", "H", "C", "H", "H", "O", "C", "C", "H", "C", "H", "S", "H", "O", "C", "H", "O", "C", "H", "H", "O", "C", "H", "H", "H", "H", "C", "H", "H", "H", "H", "H", "C", "O", "H", "O", "H", "C", "O", "H", "O", "H", "H", "O", "H", "O", "H", "H", "C", "O", "C", "H", "O", "C", "O", "H", "H", "H", "C", "H", "C", "C", "H", "C", "H", "H", "O", "O", "H", "H", "O", "O", "O", "H", "H"],
  "coordinates": [[-2.76, -5.22, -2.99], [1.29, -2.23, -1.01], [-3.36, 3.17, -2.14], [2.16, 1.66, -2.28], [3.31, 1.02, -0.11], [-3.94, -1.43, -0.72], [5.16, 2.41, -1.61], [5.65, 1.28, 0.12], [3.57, 1.92, -4.92], [-4.12, -3.45, 4.30], [0.33, 0.57, -5.47], [-3.09, 0.06, -1.38], [0.20, -0.09, 6.71], [1.87, -2.92, 2.21], [0.79, -0.80, -5.41], [0.19, -4.89, 1.45], [-2.23, -4.61, -3.69], [-2.84, 1.80, 2.97], [7.08, 2.24, -0.55], [-3.68, 0.00, 3.45], [0.83, 4.56, 1.05], [-1.25, -1.55, 5.61], [-0.05, 0.65, 5.31], [-1.53, 3.18, -3.57], [3.74, 5.83, -1.03], [1.49, -1.05, -6.18], [3.35, -0.41, -1.03], [1.18, 3.32, 2.90], [-5.34, 2.37, -0.58], [1.08, -4.80, -2.64], [-2.80, -2.81, -2.35], [0.71, 2.26, -0.11], [4.54, -2.88, -1.16], [-1.83, -3.32, -3.12], [-3.03, 0.88, 2.49], [2.54, -2.55, -2.74], [-2.56, -0.80, 0.11], [4.24, -4.11, -3.23], [1.12, -1.68, 3.28], [1.28, 1.51, -5.38], [-4.13, -1.97, 4.36], [0.59, 0.14, 0.35], [-1.53, 2.76, -4.53], [-3.51, -1.31, 3.34], [-0.47, 1.38, -1.10], [-2.92, -6.36, 2.71], [2.63, 3.13, 2.48], [-0.04, -1.42, -5.71], [-2.88, -4.54, -4.58], [-0.85, -0.54, 4.63], [2.96, 5.14, -1.34], [-2.18, -5.95, 2.06], [-2.22, -1.33, 6.03], [2.70, 0.30, -0.60], [1.43, 0.05, -2.26], [3.70, -3.46, -2.11], [1.20, -1.15, -4.53], [4.52, 3.62, 0.23], [4.42, 3.36, -0.95], [0.49, -2.43, -2.58], [-2.83, 2.43, -1.38], [-0.46, -4.34, 2.33], [-2.58, 5.33, 2.45], [-1.28, 6.15, 1.77], [-2.80, 3.68, -3.22], [-0.14, -1.49, 6.63], [6.43, 0.77, -1.42], [0.36, 0.50, 1.38], [-1.34, -2.50, 5.19], [0.56, -4.58, -0.98], [6.12, 1.66, -0.79], [2.23, 4.93, -0.58], [2.74, 2.07, 2.61], [-3.69, 1.06, 1.65], [-4.05, -3.76, 3.25], [-0.12, -0.66, 0.00], [1.00, -2.43, 2.53], [-1.67, -4.71, 2.73], [3.33, 2.80, -4.41], [-0.74, 4.28, 2.64], [-6.11, 3.91, -0.79], [0.45, 4.13, 2.07], [3.65, 3.98, -1.84], [-3.23, -3.71, 4.85], [0.01, -3.37, 3.14], [2.46, 5.59, -2.19], [-1.32, -6.59, 1.77], [-2.17, -1.85, -1.66], [4.29, 1.34, -4.41], [2.52, 0.96, -5.05], [-2.51, -5.45, 1.15], [0.45, -2.11, 1.63], [0.54, 1.32, -0.67], [1.06, 2.70, -5.50], [1.70, 0.92, -1.61], [-1.18, 2.37, -2.94], [-4.49, 3.76, -1.96], [-5.17, 3.45, -0.76], [-3.94, -3.16, -2.31], [-0.85, 3.94, -3.39], [-0.41, -1.82, 7.63], [2.75, 3.45, 1.44], [1.30, -2.79, -1.95], [-5.05, -3.88, 4.73], [1.30, -4.26, -1.72], [-3.00, -0.94, -0.90], [-4.48, 3.79, 0.01], [-1.66, 5.15, 1.91], [0.76, -2.06, 6.43], [-2.08, 0.37, 2.10], [1.90, -0.39, 0.41], [-0.86, 1.80, 5.46], [3.92, 2.23, -5.88], [-1.29, -5.07, -3.97], [-2.79, -1.92, 2.56], [1.13, 0.65, 4.55], [2.73, -4.47, -1.23], [-1.89, 4.72, 0.89], [3.29, 3.65, 3.14]]
}

***

(3)
{
  "formula": "C7H11O",
  "method": "ωB97M-V with the def2-TZVPD basis set",
  "e_homo_ha": -0.036,
  "e_above_lowest_kj_mol": 136.3,
  "molar_mass_g_mol": 111.16,
  "total_charge": -1,
  "spin_multiplicity": 1,
  "orbital_gap_ha": 0.1821,
  "lumo_ha": 0.146,
  "elements": ["C", "C", "C", "H", "H", "C", "H", "H", "H", "C", "H", "H", "H", "O", "H", "C", "H", "H", "C"],
  "coordinates": [[-1.15, 2.06, 0.16], [-0.04, -1.40, -0.95], [0.18, 0.05, -0.30], [-3.21, 2.05, 0.27], [2.07, -2.22, -1.60], [-2.42, 2.63, 0.45], [-0.19, 2.58, 0.29], [-0.35, -1.26, -1.99], [1.31, -3.14, -0.36], [1.33, -2.05, -0.77], [-2.49, 3.65, 0.63], [-1.82, 0.05, 0.28], [2.70, -0.44, 0.42], [0.93, -0.34, 0.97], [-0.83, -1.99, -0.39], [1.86, -1.21, 0.45], [2.21, -1.81, 1.27], [0.89, 0.65, -0.91], [-1.06, 0.67, 0.02]]
}

***

(4)
{
  "formula": "H20Li3O14S",
  "method": "ωB97M-V with the def2-TZVPD basis set",
  "e_homo_ha": -0.456,
  "e_above_lowest_kj_mol": 216.8,
  "molar_mass_g_mol": 297.04,
  "total_charge": 1,
  "spin_multiplicity": 1,
  "orbital_gap_ha": 0.2301,
  "lumo_ha": -0.226,
  "elements": ["O", "O", "H", "O", "H", "H", "H", "H", "Li", "H", "H", "O", "H", "O", "H", "H", "O", "O", "O", "O", "S", "O", "O", "H", "Li", "H", "H", "O", "H", "Li", "O", "O", "H", "H", "H", "H", "H", "H"],
  "coordinates": [[-1.69, 1.40, -1.35], [-0.85, -0.11, 0.26], [2.26, -1.58, 0.72], [-2.95, -1.50, -0.44], [0.37, -1.94, 2.27], [-0.05, 2.18, 2.58], [1.94, 0.02, -1.19], [-2.97, 0.88, 1.89], [0.23, 3.84, -0.66], [1.69, 1.92, 1.07], [3.27, -0.50, -4.15], [1.59, -1.18, 1.28], [3.26, -0.49, -1.73], [-2.15, -0.66, 2.41], [-1.66, -0.41, 1.63], [0.11, -3.32, -1.30], [0.38, 0.33, -1.82], [2.86, -0.06, -0.97], [-0.54, 2.91, 2.20], [2.23, 1.51, 1.74], [-0.49, 0.89, -0.72], [0.64, -2.69, -1.78], [0.18, 2.00, -0.10], [0.64, -2.59, 3.61], [-2.45, 2.50, -2.63], [2.09, 0.57, 1.61], [-0.71, 2.64, 1.30], [-3.31, 1.65, 1.43], [-1.51, -1.10, 2.96], [0.58, 0.46, -3.64], [-0.02, -2.52, 2.92], [2.38, -0.55, -3.81], [-2.14, -1.10, -0.13], [-3.40, -0.80, -0.92], [0.95, -0.82, 0.67], [-2.98, 1.56, 0.54], [2.11, -1.45, -3.99], [0.13, -1.88, -1.75]]
}

***

(5)
{
  "formula": "C4H8O2",
  "method": "ωB97M-V with the def2-TZVPD basis set",
  "e_homo_ha": -0.322,
  "e_above_lowest_kj_mol": 250.3,
  "molar_mass_g_mol": 88.11,
  "total_charge": 0,
  "spin_multiplicity": 1,
  "orbital_gap_ha": 0.3553,
  "lumo_ha": 0.034,
  "elements": ["O", "O", "H", "C", "C", "H", "H", "H", "H", "C", "C", "H", "H", "H"],
  "coordinates": [[1.42, -0.32, 1.78], [2.52, 1.69, -0.19], [-0.22, 0.95, 1.56], [-1.77, -0.50, -0.20], [1.63, 2.06, -0.80], [1.81, 0.46, 2.17], [-1.77, -0.62, -1.29], [-2.54, -1.17, 0.21], [-2.07, 0.53, 0.02], [0.21, 0.00, 1.23], [-0.41, -0.79, 0.37], [0.50, -0.34, -2.12], [0.60, -0.22, -2.84], [0.08, -1.73, 0.09]]
}

***

(6)
{
  "formula": "C6H35NO10S",
  "method": "ωB97M-V with the def2-TZVPD basis set",
  "e_homo_ha": -0.333,
  "e_above_lowest_kj_mol": 0.0,
  "molar_mass_g_mol": 313.41,
  "total_charge": 0,
  "spin_multiplicity": 1,
  "smiles": "CCN[C@H](C)CCS.O.O.O.O.O.O.O.O.O.O",
  "orbital_gap_ha": 0.3475,
  "lumo_ha": 0.015,
  "elements": ["H", "C", "O", "H", "H", "O", "H", "H", "H", "H", "H", "H", "H", "O", "H", "H", "O", "H", "C", "H", "H", "H", "H", "H", "H", "H", "C", "H", "H", "H", "H", "H", "C", "O", "C", "H", "H", "C", "O", "S", "H", "O", "H", "O", "O", "H", "H", "O", "N", "H", "H", "H", "H"],
  "coordinates": [[0.23, 3.42, -0.45], [-0.46, 2.80, 0.12], [1.79, -3.18, -0.67], [-3.30, 0.14, 0.87], [1.03, 0.47, 3.93], [-2.01, 2.18, 2.94], [1.75, 0.93, -3.82], [-2.55, 2.18, 0.00], [0.90, 2.81, 3.65], [4.26, -1.16, -2.02], [-1.76, 2.38, -1.55], [-1.75, 1.62, 2.17], [-2.26, 4.98, 0.52], [3.35, -1.44, -2.13], [2.40, -2.58, -1.17], [-3.16, -2.74, -2.79], [-0.22, -3.77, -2.29], [0.51, -3.54, -1.63], [-1.83, 2.79, -0.52], [1.72, -1.51, 2.42], [2.71, -2.67, 2.43], [2.06, 0.43, 0.38], [-0.48, -1.30, -4.83], [0.89, -0.94, 4.56], [-0.48, 3.19, 1.16], [-1.33, -0.70, -0.27], [-2.71, -0.63, 1.39], [2.97, -0.86, -2.83], [-3.18, -1.59, 1.27], [-0.06, 0.93, -0.84], [-1.73, -2.82, -2.17], [1.75, -2.81, 0.26], [-1.29, -0.63, 0.81], [0.41, 2.12, 4.10], [1.62, 1.42, 0.43], [1.78, 1.86, 1.38], [0.51, -2.38, -4.48], [0.10, 1.34, 0.16], [2.13, -2.19, 1.84], [-2.52, 4.49, -0.70], [-0.51, 2.13, 3.76], [2.29, 0.16, -4.06], [0.03, 0.39, 2.02], [1.32, -0.48, 3.85], [0.44, -1.54, -4.98], [-2.54, 2.92, 2.63], [1.64, -0.44, -4.49], [-2.44, -2.21, -2.43], [-0.59, 0.60, 1.24], [2.11, 2.03, -0.35], [-0.72, -1.53, 1.14], [-2.71, -0.36, 2.46], [-0.12, -4.71, -2.44]]
}

***

(7)
{
  "formula": "C36H35As2HgN6O2",
  "method": "ωB97M-V with the def2-TZVPD basis set",
  "e_homo_ha": [-0.173, -0.258],
  "s2": 0.768,
  "e_above_lowest_kj_mol": 13.2,
  "molar_mass_g_mol": 934.15,
  "total_charge": 0,
  "spin_multiplicity": 2,
  "orbital_gap_ha": [0.1540, 0.2389],
  "lumo_ha": [-0.019, -0.020],
  "elements": ["C", "C", "C", "H", "H", "C", "H", "H", "C", "H", "C", "H", "H", "H", "H", "C", "C", "H", "H", "H", "H", "C", "H", "C", "N", "C", "H", "H", "H", "C", "C", "N", "N", "As", "C", "C", "C", "C", "H", "H", "H", "C", "H", "C", "N", "H", "C", "H", "C", "C", "C", "C", "N", "H", "N", "H", "C", "C", "H", "C", "H", "C", "C", "As", "C", "H", "H", "H", "C", "C", "Hg", "C", "C", "O", "H", "C", "H", "H", "C", "H", "H", "O"],
  "coordinates": [[-0.08, -1.32, 5.38], [3.80, -2.79, -0.98], [3.64, -0.44, 0.39], [-0.09, 0.97, -5.24], [-1.99, 4.45, -1.67], [-3.06, -0.48, 1.16], [3.53, 0.49, 0.93], [2.09, -4.64, -1.99], [2.55, -2.29, -0.55], [-4.63, 3.03, -1.44], [-4.36, -0.89, 1.02], [-5.56, -1.02, -3.35], [5.90, -2.48, -1.04], [-5.61, -2.37, 0.07], [1.59, 2.32, -0.56], [-1.05, -2.89, -0.70], [-1.81, 3.52, -2.20], [1.38, -2.31, 2.50], [3.85, -3.71, -1.53], [0.51, -2.15, -3.14], [-2.40, 3.50, -3.12], [-2.79, 0.64, -2.28], [-3.71, -3.54, -0.97], [0.27, 1.50, -4.36], [-0.64, 1.54, 3.18], [0.07, 4.62, 1.36], [-4.91, 0.86, -1.94], [1.33, 1.73, -4.49], [-3.91, 3.63, 0.07], [0.84, 4.12, 0.31], [-0.50, -0.08, 4.94], [0.56, 1.91, 1.16], [2.50, -1.10, 0.13], [-2.29, 2.04, -1.00], [4.88, -0.88, 0.01], [1.04, 2.77, 0.25], [1.22, -4.12, -1.61], [4.95, -2.10, -0.71], [-4.63, 2.02, 0.03], [-2.10, -4.46, -1.78], [0.71, -1.26, -4.66], [0.90, -1.24, -3.59], [-0.29, 2.42, -4.24], [-0.14, 2.38, 2.19], [-2.02, -1.11, 0.61], [-0.99, 4.11, 3.15], [-4.51, -0.77, -3.25], [-1.47, -1.78, -4.26], [-1.82, -0.11, -2.95], [-0.12, -5.86, -2.90], [-3.55, -1.52, -3.90], [0.86, -1.70, 3.24], [0.16, -2.36, -0.39], [-2.81, 0.40, 1.75], [0.45, -0.50, 2.80], [5.76, -0.31, 0.26], [-0.42, 3.75, 2.31], [-4.13, 0.30, -2.45], [1.25, 4.77, -0.45], [0.62, -2.15, 4.52], [-1.03, 0.60, 5.60], [0.00, -4.64, -1.96], [-4.07, 2.75, -0.55], [0.08, 0.33, -2.78], [-0.20, 0.29, 3.63], [-0.14, 5.68, 1.45], [-0.30, -1.63, 6.39], [1.97, -1.21, -3.41], [-3.54, -2.67, -0.36], [-2.21, -1.18, -3.75], [0.33, -0.26, 0.30], [-4.60, -2.01, 0.23], [1.30, -2.95, -0.83], [0.96, -6.37, -3.24], [-3.82, -2.37, -4.51], [-2.24, -2.20, -0.14], [0.95, -3.13, 4.82], [-0.75, 3.47, -2.45], [-1.16, -4.01, -1.49], [-5.17, -0.36, 1.50], [-1.16, 2.04, 3.88], [-1.29, -6.15, -3.21]]
}

***

(8)
{
  "formula": "C20H21N4O7P2RhS3",
  "method": "ωB97M-V with the def2-TZVPD basis set",
  "e_homo_ha": -0.300,
  "e_above_lowest_kj_mol": 9.5,
  "molar_mass_g_mol": 690.46,
  "total_charge": 0,
  "spin_multiplicity": 1,
  "orbital_gap_ha": 0.2621,
  "lumo_ha": -0.038,
  "elements": ["C", "C", "N", "O", "H", "H", "C", "H", "H", "H", "S", "C", "C", "O", "N", "C", "H", "P", "N", "H", "C", "C", "H", "O", "O", "C", "H", "O", "H", "C", "H", "S", "C", "S", "C", "H", "C", "H", "Rh", "H", "H", "O", "C", "H", "H", "C", "H", "H", "C", "O", "C", "H", "N", "C", "C", "P", "H", "C"],
  "coordinates": [[1.76, -4.49, 0.06], [-2.90, -5.48, -0.14], [2.07, -0.46, 0.30], [-0.64, 2.96, 3.31], [4.19, 0.47, -2.12], [-1.44, -7.56, -2.38], [1.57, -3.75, -1.10], [-0.50, -2.50, 0.60], [2.46, -2.91, -2.87], [-0.01, -5.57, -2.70], [-2.99, 2.66, -1.74], [-1.62, -6.66, -1.80], [-0.82, -5.55, -1.98], [0.91, 1.09, 4.11], [-0.41, -2.01, -0.30], [2.87, -1.19, 1.05], [-4.66, 1.99, -0.11], [-0.06, 1.50, 3.07], [0.33, 0.90, -1.12], [5.72, -0.94, -0.74], [-2.11, -4.35, -0.32], [4.07, -4.78, -0.55], [5.04, -5.21, -0.33], [-2.44, -1.78, 3.06], [-0.05, -1.29, 2.21], [-2.66, -6.63, -0.87], [-4.80, 3.67, -0.66], [-0.52, -1.28, 4.67], [4.70, -3.85, -2.37], [4.69, -0.79, -0.44], [4.84, -1.99, 1.34], [-0.01, -2.98, -1.47], [3.88, -4.03, -1.69], [-2.18, 0.53, 0.20], [-1.08, -4.41, -1.23], [2.42, -1.60, 1.95], [-1.76, 1.61, -1.06], [-3.55, 3.23, 0.53], [0.01, -0.17, 0.50], [1.80, 1.56, -2.40], [0.93, -4.65, 0.74], [-1.38, 0.56, 3.19], [1.53, 0.92, -1.56], [3.17, -5.59, 1.23], [0.18, -0.60, 4.80], [2.52, 0.13, -0.83], [-0.57, 3.19, 4.25], [-2.32, -3.45, 0.25], [4.20, -1.39, 0.71], [0.35, 1.50, 1.59], [3.01, -5.01, 0.33], [-3.71, -5.44, 0.58], [-0.60, 1.74, -1.66], [-4.11, 2.89, -0.34], [3.84, -0.02, -1.22], [-1.18, -1.05, 3.25], [-3.28, -7.50, -0.72], [2.62, -3.50, -1.98]]
}

***

Number 1: total energy -1461.794118 a.u.. Number 2: total energy -4193.271964 a.u.. Number 3: total energy -348.445629 a.u.. Number 4: total energy -1486.041533 a.u.. Number 5: total energy -307.617091 a.u.. Number 6: total energy -1454.987689 a.u.. Number 7: total energy -6496.788832 a.u.. Number 8: total energy -3508.562964 a.u..